ORCA calculation (the ωB97M-V functional and the def2-TZVPD basis) on C19H16N6O2 in the gas phase.

XYZ file:
```
43
Properties=species:S:1:pos:R:3:forces:R:3:nbo_charge:R:1
O 1.53890 -4.33193 3.24390 -0.07 -0.51 -0.16 -0.590
O -0.85767 2.18340 -0.39105 0.02 -0.44 0.03 -0.616
N 2.64837 -2.85917 -0.38094 -0.98 0.18 0.23 -0.542
C 1.00321 -3.35844 2.75350 -0.39 -0.09 2.12 0.692
C -1.19917 2.47599 -1.52438 0.29 0.53 0.78 0.658
C 2.48979 -3.41362 0.80804 1.42 0.17 -2.34 0.556
C -0.98405 -0.84983 4.67057 0.83 -0.14 -0.64 -0.301
C -3.40829 5.37663 -2.48864 0.92 -1.31 -0.87 -0.311
C -0.09265 -1.21224 3.57837 -0.44 0.94 1.14 -0.244
C -2.68747 4.16694 -2.83196 -0.14 0.32 0.12 -0.252
C 1.59943 -1.95277 -0.50820 -0.07 0.25 1.69 0.192
C -1.37211 -1.99876 5.30456 0.76 -0.04 -1.81 -0.040
C -3.31400 5.51450 -1.14681 -0.01 -0.14 1.37 -0.043
C 0.01664 -2.57458 3.59206 -0.40 0.34 -1.04 -0.002
C -2.13839 3.60287 -1.68216 -1.61 1.84 -1.44 -0.003
C 0.89537 -1.91438 0.67086 -1.27 1.22 -1.49 -0.152
C 2.25656 -0.07886 -3.76859 -1.15 0.31 0.23 -0.197
C 2.30501 -1.01644 -2.73362 0.58 0.02 -0.58 -0.207
C 1.23100 0.87929 -3.75616 0.13 0.03 0.16 -0.264
C 0.39603 -0.05159 -1.68205 -0.08 -0.31 0.31 -0.215
C 1.42300 -1.03056 -1.64504 -0.26 1.07 -1.12 -0.072
C 0.30465 0.91572 -2.70948 0.81 -1.35 0.76 0.224
N 3.35695 -4.39097 1.12358 -0.06 -0.56 1.12 -0.792
N -0.83779 -3.05715 4.58504 0.97 -0.86 0.19 -0.498
N -2.57776 4.43214 -0.65496 0.50 0.01 0.98 -0.495
N 1.43878 -2.88789 1.53202 -0.37 0.54 -0.62 -0.426
N -0.68642 1.90805 -2.67324 -0.96 0.94 -0.23 -0.627
H -1.28207 0.13682 4.98255 0.14 0.08 -0.08 0.226
H -3.85058 6.08496 -3.16739 -0.19 -0.15 -0.04 0.228
H 0.51471 -0.52872 2.97986 -0.49 -0.31 0.19 0.238
H -2.62839 3.73714 -3.82163 0.09 0.13 -0.03 0.208
H -1.97075 -2.05632 6.18006 -0.42 -0.60 0.30 0.222
H -3.80170 6.33422 -0.54719 0.99 -1.37 -0.34 0.227
H 0.02206 -1.25100 0.83681 0.85 -1.04 0.50 0.240
H 2.98403 -0.11799 -4.59388 -0.46 0.03 0.53 0.220
H 3.08808 -1.73913 -2.87188 0.17 -0.42 0.63 0.224
H 1.11459 1.63362 -4.52512 0.27 -0.04 -0.17 0.203
H -0.35489 -0.05608 -0.88255 0.43 0.19 -0.47 0.227
H 4.16127 -4.50593 0.52237 -0.39 0.16 0.15 0.416
H 3.33577 -4.78977 2.03884 0.06 -0.17 0.23 0.419
H -0.90134 -4.05804 4.79421 0.02 0.87 0.05 0.428
H -2.27864 4.26495 0.31684 -0.37 0.29 -0.91 0.434
H -0.90011 2.43493 -3.52711 0.32 -0.61 0.55 0.406
```
Forces are in eV/Å.

- E_HOMO: -7.56 eV
- SMILES string: Nc1nc(-c2cccc(NC(=O)c3ccc[nH]3)c2)cn1C(=O)c1ccc[nH]1
- Spin multiplicity: 1
- ΔE to the lowest compared entry with this formula, charge and spin: 0.00 kcal per mole
- Frontier orbital gap: 7.98 eV
- Charge: 0
- Electronic energy: -1212.678576 Eh
- LUMO level: 0.411 eV

ORCA calculation (the ωB97M-V functional and the def2-TZVPD basis) on C19H16O5S in the gas phase.

XYZ file:
```
41
Properties=species:S:1:pos:R:3:forces:R:3:nbo_charge:R:1
C 1.39229 3.99080 2.06963 0.20 -0.35 -0.08 -0.634
C 2.62698 3.21604 1.63258 -0.01 0.64 -0.22 -0.075
H 2.85039 3.41575 0.57917 0.05 -0.03 0.21 0.200
H 3.49257 3.45947 2.25201 -0.08 -0.05 -0.11 0.191
O 2.42877 1.81337 1.80468 0.02 -0.22 0.26 -0.499
C 1.78246 1.17556 0.83107 -0.06 -0.03 -0.44 0.794
O 1.44616 1.67536 -0.21806 0.11 0.09 0.24 -0.612
C 1.57056 -0.23457 1.16996 -0.25 -0.58 -0.11 -0.346
C 0.64128 -1.08079 0.62876 0.66 0.79 0.51 0.307
C 0.72558 -2.41081 1.14299 0.10 -0.14 0.12 -0.065
C -0.04939 -3.52579 0.81494 0.00 0.03 0.01 -0.184
C 0.21294 -4.72387 1.43748 -0.13 0.01 -0.12 -0.222
C 1.23542 -4.83116 2.38317 0.16 0.07 0.12 -0.195
C 2.01128 -3.74229 2.72114 -0.02 -0.15 0.02 -0.220
C 1.75298 -2.52908 2.09722 -0.11 0.47 -0.28 -0.182
S 2.57607 -1.01720 2.35276 -0.20 -0.24 -0.07 0.449
H 2.80114 -3.82079 3.45110 0.09 -0.06 0.10 0.222
H 1.42048 -5.78317 2.85721 0.03 -0.08 0.05 0.217
H -0.37609 -5.59531 1.19511 -0.05 -0.07 -0.03 0.217
H -0.83230 -3.42656 0.07905 -0.10 -0.03 -0.07 0.226
O -0.29731 -0.73703 -0.29942 0.23 -0.48 -0.10 -0.489
C -1.04919 0.37323 -0.10173 -0.31 0.49 0.68 0.798
O -1.02796 1.01141 0.91911 -0.12 -0.25 -0.36 -0.578
C -1.96311 0.63562 -1.23353 0.04 -0.05 -0.28 -0.187
C -3.09657 1.39600 -0.94203 0.11 -0.04 -0.01 -0.149
C -4.06048 1.63876 -1.89803 -0.06 0.03 0.04 -0.241
C -3.90448 1.11373 -3.17166 0.08 0.01 0.04 -0.170
C -2.77445 0.38321 -3.48514 0.16 -0.09 -0.03 -0.262
C -1.78435 0.14197 -2.53567 -0.07 0.04 -0.02 0.339
O -0.70663 -0.60360 -2.92587 -0.53 -0.06 0.06 -0.516
C 0.53175 0.08466 -3.00829 0.24 0.23 -0.10 -0.258
H 0.53859 0.73975 -3.88725 0.00 -0.06 0.03 0.170
H 0.74431 0.68191 -2.12011 -0.03 -0.10 -0.05 0.208
H 1.29342 -0.68418 -3.12294 0.03 0.06 0.01 0.194
H -2.63265 -0.01852 -4.47705 0.05 -0.04 -0.08 0.227
H -4.65804 1.28515 -3.92595 -0.05 0.01 -0.07 0.216
H -4.93229 2.22532 -1.65240 -0.07 0.04 0.04 0.218
H -3.20125 1.77597 0.06326 0.00 0.02 0.06 0.235
H 1.55895 5.05550 1.93341 0.01 0.13 0.00 0.215
H 1.17606 3.79204 3.11636 -0.03 0.03 0.09 0.213
H 0.53613 3.68416 1.47294 -0.07 0.04 -0.04 0.230
```
Forces are in eV/Å.

- E_HOMO: -8.37 eV
- SMILES string: CCOC(=O)c1sc2ccccc2c1OC(=O)c1ccccc1OC
- Spin multiplicity: 1
- Frontier orbital gap: 8.42 eV
- Charge: 0
- Electronic energy: -1508.033707 Eh
- LUMO level: 0.054 eV

ORCA calculation (the ωB97M-V functional and the def2-TZVPD basis) on a molecular structure, C19H17AuBrN2O6.

XYZ file:
```
46
Properties=species:S:1:pos:R:3:forces:R:3:nbo_charge:R:1
Au 7.96110 15.63177 4.25500 0.20 -1.74 -0.33 1.199
O 4.47862 17.75175 5.53110 -0.11 -0.44 -0.86 -0.675
C 5.33381 17.31967 4.55232 -0.91 -0.77 1.50 0.757
O 5.23801 16.30836 3.92167 -0.23 0.23 -0.20 -0.520
C 6.53284 18.16308 4.62210 2.77 1.81 -0.22 0.103
C 6.52943 19.53758 4.86953 -0.06 -1.64 0.38 -0.178
C 7.72077 20.17688 5.20568 -1.62 2.91 0.08 -0.140
C 8.89426 19.52038 5.37188 1.57 -1.58 -0.77 -0.187
C 8.89052 18.18411 4.97150 -2.21 0.41 -0.90 0.120
N 7.75993 17.56777 4.51199 -0.62 1.46 1.33 -0.466
C 10.09784 17.36912 4.94448 4.91 -1.78 0.90 0.684
O 11.18306 17.75674 5.43996 -2.67 0.36 -0.89 -0.587
O 10.06983 16.15326 4.44448 -1.19 0.94 0.12 -0.639
H 3.71843 17.14015 5.65263 0.60 0.25 -0.40 0.519
H 5.56335 19.99901 4.91503 -0.10 0.56 -0.05 0.253
H 7.60981 21.28684 5.34132 0.50 -1.21 0.08 0.249
H 9.91234 19.87080 5.60744 -0.88 0.36 0.20 0.289
Br 8.79041 6.91951 4.63372 -0.25 1.54 -0.51 0.278
C 8.31834 8.75555 4.28472 1.99 -3.10 1.31 0.089
C 9.31338 9.72170 4.49866 0.62 1.22 -0.70 -0.208
C 8.89664 11.04286 4.32822 3.47 0.63 0.71 -0.153
C 7.54203 11.40054 4.17101 2.08 -1.60 0.48 0.073
C 6.62013 10.33102 4.15201 -0.68 -0.03 -0.20 -0.091
C 6.99597 8.99743 4.10162 -2.45 1.56 -0.81 -0.265
C 7.23674 12.83407 4.11750 -0.05 3.73 0.11 0.696
O 6.08200 13.25240 4.00877 1.22 -1.07 0.05 -0.542
O 8.32495 13.63472 4.22584 -1.98 -2.23 -0.50 -0.776
H 10.35987 9.35295 4.67426 -1.18 0.88 -0.14 0.274
H 9.68204 11.89724 4.39560 -1.62 -1.66 -0.15 0.299
H 5.62882 10.71443 4.20864 -1.09 -0.47 -0.33 0.265
H 6.30814 8.17914 3.87755 0.05 0.44 0.46 0.273
C 9.98013 16.37955 8.17504 1.38 -0.53 -2.71 -0.628
C 8.55803 16.13443 8.59078 -0.99 0.15 1.24 -0.186
C 7.82283 17.43046 8.92644 -0.62 1.62 -2.07 -0.582
C 8.46830 15.24206 9.85194 1.26 -0.24 -0.64 -0.581
C 7.74917 15.50382 7.51847 -1.03 -0.11 -0.27 0.365
N 6.95037 15.13052 6.76350 1.01 0.25 0.73 -0.420
H 10.69585 16.18687 8.93779 0.35 0.23 1.02 0.234
H 10.20155 17.34442 7.68625 -0.42 -0.09 0.66 0.242
H 10.34918 15.69220 7.35490 -0.74 0.29 0.78 0.240
H 8.37790 18.13149 9.52385 0.51 -0.21 0.73 0.232
H 6.81325 17.31632 9.33317 0.27 -0.29 0.01 0.226
H 7.71146 18.02730 7.97162 -0.12 -0.58 0.72 0.198
H 9.04644 15.63510 10.69310 -0.37 0.56 -0.15 0.229
H 9.03667 14.35572 9.60427 -0.35 -0.79 0.07 0.214
H 7.44462 15.04658 10.12570 -0.20 -0.24 0.13 0.223
```
Forces are in eV/Å.

- E_HOMO (spin up / spin down): -11.38 / -12.27 eV
- Spin multiplicity: 3
- ΔE to the lowest compared entry with this formula, charge and spin: 17.91 kcal per mole
- Frontier orbital gap (spin up / spin down): 7.36 / 4.23 eV
- Charge: +1
- Electronic energy: -4004.512964 Eh
- LUMO level (spin up / spin down): -4.018 / -8.044 eV
- ⟨S²⟩: 2.026